No. 1
ORCA calculation (ωB97M-V with the def2-TZVPD basis set) on a molecular structure, C14H21IrNP in a non-equilibrium geometry.

Positions of all 38 atoms, in Å:
C  0.80670  -0.70156  -1.09441
C  1.30453  -0.44849  -2.43203
C  0.34919  -0.96943  -3.32763
C  -0.69797  -1.60518  -2.62282
C  -0.44288  -1.41691  -1.22519
Ir  -0.33902  0.32373  1.45408
P  1.60523  1.19177  1.94060
H  1.30193  -0.43712  -0.15841
H  2.17216  0.16123  -2.67202
H  0.44417  -0.92330  -4.41300
H  -1.11313  -1.67690  -0.40016
H  -1.56362  -2.11240  -3.04123
H  1.70492  2.56140  2.36136
H  2.59242  1.20719  0.90847
H  2.36448  0.52545  2.94621
C  -1.22710  3.53623  3.08550
N  -1.30404  2.26620  3.86175
C  -1.86079  2.46488  5.23110
C  -2.03096  1.09638  3.11464
C  -2.60744  1.54032  1.82094
C  -3.85129  2.18336  1.67429
C  -4.25159  2.62073  0.41214
C  -3.46026  2.41436  -0.71354
C  -2.22878  1.75173  -0.61140
C  -1.86158  1.31567  0.66846
H  -2.23629  3.92738  2.92598
H  -0.71714  3.34525  2.13661
H  -0.64072  4.24912  3.67842
H  -0.32321  1.94623  3.96391
H  -2.88620  2.83782  5.13988
H  -1.84733  1.49881  5.74853
H  -1.23727  3.19522  5.76059
H  -1.22779  0.23210  3.07704
H  -2.80812  0.73683  3.80013
H  -4.48216  2.33778  2.54695
H  -5.20295  3.13208  0.30534
H  -3.79538  2.76168  -1.69301
H  -1.54660  1.55712  -1.43480

Summary:
- E_LUMO (alpha / beta): -2.84 / -5.08 eV
- 2S+1: 6
- Maximum force: 0.0619 hartree/bohr
- ΔE to the lowest compared entry with this formula, charge and spin: 1.943 eV
- Charge: +1
- <S²>: 8.790


No. 2
ORCA calculation (ωB97M-V with the def2-TZVPD basis set) on a molecular structure, C14H21K2N4O3 in a non-equilibrium geometry.

Positions of all 44 atoms, in Å:
K  2.43544  1.27359  -4.09382
K  -2.28240  2.35702  -2.47195
C  0.06284  0.24686  -1.29562
O  0.51631  1.36025  -1.99370
H  0.31664  0.36029  -0.22066
H  -1.02707  0.05713  -1.23722
H  0.55215  -0.67704  -1.64635
C  -1.38887  1.63417  3.03399
N  -2.30347  1.89360  1.88358
O  -3.48846  1.94752  2.10798
O  -1.78811  2.06469  0.79993
H  -1.21297  2.61412  3.47289
H  -0.50831  1.10448  2.69254
H  -1.94107  1.05749  3.77098
N  1.80909  -1.48610  4.68473
C  2.73822  -0.59294  4.23786
C  2.50316  -0.36910  2.89798
C  1.38493  -1.15787  2.55194
C  0.94540  -1.82135  3.67383
H  1.75766  -1.82726  5.62553
H  3.52667  -0.22167  4.87132
H  2.97502  0.41573  2.33291
H  0.96072  -1.09302  1.55929
H  0.27430  -2.64851  3.83093
N  -5.35731  1.35352  -2.53851
C  -4.64377  0.51204  -3.35422
C  -3.86634  -0.32995  -2.60043
C  -4.10834  0.07994  -1.25654
C  -5.03059  1.10093  -1.23283
H  -6.07856  1.91669  -2.95243
H  -4.71840  0.47877  -4.43130
H  -3.25660  -1.18604  -2.82609
H  -3.65326  -0.41876  -0.41426
H  -5.45995  1.64317  -0.40896
N  3.70205  -0.25397  -1.22559
C  3.08435  -1.48147  -1.12796
C  3.60367  -2.28222  -2.11379
C  4.56955  -1.52338  -2.83162
C  4.62153  -0.29360  -2.24357
H  3.46580  0.57731  -0.71641
H  2.33761  -1.66716  -0.37828
H  3.42822  -3.30895  -2.39358
H  5.13502  -1.85290  -3.68661
H  5.40751  0.44392  -2.33588

Summary:
- E_LUMO: -2.91 eV
- Maximum force: 0.0306 hartree/bohr
- ΔE to the lowest compared entry with this formula, charge and spin: 0.000 eV
- Charge: +1


No. 3
ORCA calculation (ωB97M-V with the def2-TZVPD basis set) on 2 unconnected molecules or ions with the total composition C14H21N in a non-equilibrium geometry.

Positions of all 36 atoms, in Å:
C  2.93221  -0.69163  -0.68499
C  2.15845  -1.88792  -1.29601
C  0.86275  -2.14094  -0.61417
C  0.76966  -2.73883  0.62583
N  -0.50881  -2.81388  1.05172
C  -1.31591  -2.12776  0.14454
C  -2.70053  -2.03731  0.07379
C  -3.14096  -1.14984  -0.90674
C  -2.35218  -0.67180  -1.96154
C  -1.02416  -1.08078  -2.04482
C  -0.49061  -1.70190  -0.92200
H  3.77634  -0.31321  -1.27441
H  3.39797  -0.88017  0.28273
H  2.19844  0.12122  -0.71444
H  2.00535  -1.71972  -2.36644
H  2.80719  -2.76454  -1.20989
H  1.60455  -3.19944  1.12598
H  -0.93956  -2.99857  1.93703
H  -3.40520  -2.67861  0.57725
H  -4.18445  -0.84619  -0.86625
H  -2.81261  -0.13738  -2.78143
H  -0.42524  -1.00730  -2.94437
C  -0.69480  1.35976  0.77147
C  0.47882  2.31372  1.07648
C  0.52307  3.40265  -0.04329
C  0.13656  2.95034  2.42933
H  -0.52756  0.88467  -0.19431
H  -1.60587  1.94502  0.67403
H  -0.86640  0.60441  1.54126
H  1.43719  1.79475  1.12740
H  0.70798  4.38979  0.35632
H  1.37100  3.15397  -0.68031
H  -0.36702  3.32149  -0.65478
H  0.10707  2.22920  3.25423
H  0.90869  3.66140  2.75420
H  -0.82145  3.45535  2.35664

Summary:
- E_LUMO: 0.91 eV
- SMILES: CCc1c[nH]c2ccccc12.CC(C)C
- Maximum force: 0.0463 hartree/bohr
- ΔE to the lowest compared entry with this formula, charge and spin: 0.498 eV


No. 4
ORCA calculation (ωB97M-V with the def2-TZVPD basis set) on 2 unconnected molecules or ions with the total composition C14H21N2 in a non-equilibrium geometry.

Positions of all 37 atoms, in Å:
C  -1.20103  -1.12572  1.47001
C  -2.62218  -0.59954  1.88951
C  -2.44285  0.89244  1.90699
C  -1.16694  1.25373  1.51664
C  -0.38214  0.10406  1.21745
C  1.05629  0.06531  1.24510
C  1.82179  1.26154  1.28288
C  3.18297  1.22874  1.57092
C  3.82598  0.00526  1.80862
C  3.10373  -1.19161  1.70028
C  1.74974  -1.16966  1.38874
H  -0.77494  -1.73090  2.28766
H  -1.25098  -1.77379  0.58300
H  -3.37457  -0.93453  1.16099
H  -2.90333  -1.02021  2.86740
H  -3.24026  1.56463  2.22311
H  -0.78671  2.27634  1.46682
H  1.32643  2.22151  1.11121
H  3.73842  2.16462  1.62315
H  4.88126  -0.01216  2.07521
H  3.59985  -2.14786  1.86881
H  1.19326  -2.10562  1.29650
C  -2.14483  0.29261  -1.60253
N  -0.69785  0.03411  -1.56592
C  0.16054  1.20206  -1.74385
N  -0.31326  -1.05619  -2.35404
C  0.15474  -0.88000  -3.72102
H  -2.32074  1.37406  -1.66973
H  -2.61548  -0.21677  -2.46281
H  -2.60294  -0.08582  -0.68338
H  -0.33592  1.98928  -2.33444
H  0.38918  1.60777  -0.75593
H  1.09861  0.88609  -2.20697
H  -0.96013  -1.82790  -2.23152
H  0.88643  -1.66820  -3.93094
H  -0.66686  -0.97209  -4.45169
H  0.63476  0.09443  -3.84626

Summary:
- E_LUMO: -5.26 eV
- Maximum force: 0.0287 hartree/bohr
- ΔE to the lowest compared entry with this formula, charge and spin: 4.081 eV
- Charge: +1


No. 5
ORCA calculation (ωB97M-V with the def2-TZVPD basis set) on a molecular structure, C14H21N2O5SSiV in a non-equilibrium geometry.

Positions of all 45 atoms, in Å:
V  0.03195  0.49958  0.12763
O  -1.47504  -1.74879  0.49478
C  -1.47555  -2.46420  -0.73529
C  -0.04965  -2.73275  -1.18918
N  0.69186  -1.48539  -1.38853
C  0.36480  -0.73622  -2.60207
C  -0.24595  0.59045  -2.12932
O  0.09932  1.67218  -2.51858
O  -1.08794  0.41326  -1.11122
C  2.10757  -1.54627  -1.00549
C  2.15284  -0.93418  0.39014
O  2.45237  -1.50952  1.39317
O  1.65344  0.31656  0.37086
H  -1.30855  -2.36259  1.21776
H  -1.99491  -1.82432  -1.44628
H  -2.01125  -3.41082  -0.65151
H  -0.06729  -3.33393  -2.10493
H  0.45547  -3.30649  -0.41056
H  -0.35677  -1.26780  -3.22481
H  1.24761  -0.50749  -3.19488
H  2.72651  -0.95260  -1.67842
H  2.49101  -2.56361  -0.96753
C  -2.90937  4.43590  4.34376
Si  -3.46144  2.92694  3.37568
C  -4.76447  1.96273  4.33854
C  -4.08588  3.27384  1.63768
C  -2.00480  1.67272  3.26899
C  -1.76785  0.76007  4.29050
C  -0.84879  -0.28862  4.16455
C  -0.24576  -0.48708  2.94927
N  -0.45931  0.38410  1.94816
C  -1.20848  1.49536  2.13388
S  -0.90631  2.56342  0.80060
H  -3.75726  5.10219  4.51628
H  -2.13721  5.00692  3.82599
H  -2.51514  4.14550  5.31930
H  -5.70258  2.51824  4.39146
H  -4.45095  1.77024  5.36676
H  -4.97799  1.00081  3.86787
H  -5.10067  3.67406  1.67892
H  -4.11396  2.35728  1.04533
H  -3.46557  3.99811  1.11028
H  -2.30877  0.86565  5.22347
H  -0.63949  -0.95614  4.98705
H  0.42221  -1.31548  2.75734

Summary:
- E_LUMO (alpha / beta): -4.39 / -4.07 eV
- 2S+1: 2
- Maximum force: 0.0864 hartree/bohr
- ΔE to the lowest compared entry with this formula, charge and spin: 1.343 eV
- Charge: +1
- <S²>: 0.759


No. 6
ORCA calculation (ωB97M-V with the def2-TZVPD basis set) on a molecular structure, C14H21N5O2 in a non-equilibrium geometry.

Positions of all 42 atoms, in Å:
C  0.45017  4.04430  -3.51137
C  0.02705  2.51146  -3.07180
C  -0.44748  2.43917  -1.62383
H  -0.79569  1.50839  -1.48809
H  -1.51293  3.11186  -1.84984
C  0.43677  3.21192  -0.69939
N  1.66929  2.67674  -0.71802
C  2.21686  1.15694  -0.46638
N  3.50854  1.05589  -0.75383
N  3.77371  2.21009  -1.20485
N  3.08109  3.09262  -1.19323
N  1.51132  0.34021  0.16963
H  0.22026  0.40967  -0.00439
C  1.82934  -1.05491  0.40343
C  0.94050  -1.85520  1.22677
C  1.46414  -2.22245  2.49750
C  0.53536  -3.01730  3.34600
C  -0.71062  -3.05918  3.17081
C  -1.19181  -2.69506  2.10276
C  -0.42675  -1.79281  1.20505
O  -0.89228  -1.27017  -0.10412
C  -1.93454  -1.61402  -0.61661
H  -2.88500  -1.49906  -0.14490
H  -1.95757  -1.19774  -1.59036
H  -1.75479  -3.05573  -0.89455
O  -2.62163  -2.65466  1.86745
C  -3.60410  -3.26714  2.64212
H  -3.26005  -2.93760  3.78509
H  -3.19466  -4.21281  2.78008
H  -4.50914  -3.16081  2.37465
H  -1.15275  -3.73742  3.89087
H  1.16441  -3.56677  4.10519
H  2.57545  -2.29153  2.66192
H  1.56218  -1.50462  -0.73754
H  2.77357  -1.02969  0.56742
H  0.84376  4.14638  -0.69349
H  0.12136  2.84774  0.22310
H  0.92868  2.14325  -3.00712
H  -0.61912  2.24018  -3.80460
H  1.49885  4.50411  -2.99346
H  -0.46806  4.78168  -3.31998
H  0.80630  4.26406  -4.52810

Summary:
- E_LUMO: 0.35 eV
- Maximum force: 0.2817 hartree/bohr
- ΔE to the lowest compared entry with this formula, charge and spin: 19.216 eV


Number 1: calculated total energy -28460.6905 eV. Number 2: calculated total energy -59603.3323 eV. Number 3: calculated total energy -16348.3937 eV. Number 4: calculated total energy -17829.6342 eV. Number 5: calculated total energy -72472.0546 eV. Number 6: calculated total energy -26386.7316 eV.